95
Properties=species:S:1:pos:R:3:forces:R:3 method="wB97M-V/def2-TZVPD" orbital_gap_ha=0.25868 total_charge=+2 energy_ha=-5407.2993 lumo_energy_ev=-5.245
Na 0.445300 -0.188400 0.112200 0.4602 -0.1065 0.3865
N 0.494600 -5.127800 3.033100 -0.2576 -0.1453 0.1624
C 1.065400 -4.055100 2.138900 0.4267 0.5436 -0.4171
C 1.307600 -2.784600 2.940700 -0.1482 0.0044 0.1377
C 0.039200 -1.952800 3.232500 -0.2128 -0.2999 0.4142
N 0.190300 -0.645300 2.607400 0.1462 0.4296 0.0843
C -1.240200 -2.603900 2.694900 0.2243 0.1923 -0.1739
C -1.154100 -3.065300 1.236400 -0.1850 -0.3960 0.3957
N -1.200600 -1.904100 0.361400 -0.3701 -0.0443 -0.4395
C 0.153000 -3.829600 0.941900 -0.0799 -0.1228 0.1071
H 1.119000 -5.326300 3.824500 -0.1759 -0.0217 -0.1637
H 0.343100 -5.991400 2.499500 0.0091 0.0743 0.2111
H -0.413700 -4.806500 3.401300 0.3301 -0.3016 -0.0292
H 2.026800 -4.439500 1.788000 -0.1374 -0.1170 0.1021
H 1.975400 -2.153200 2.353300 0.1297 -0.1401 -0.0780
H 1.833500 -3.027100 3.867000 0.0747 0.0373 -0.0032
H -0.072100 -1.859200 4.329400 0.0208 -0.0534 -0.3282
H 1.009200 -0.185200 2.988400 0.0700 0.1051 0.0706
H -0.598000 -0.057900 2.861900 -0.0313 0.0610 0.0025
H -2.036800 -1.864100 2.765900 -0.2087 -0.0740 0.1384
H -1.549400 -3.431700 3.340400 -0.1626 0.0755 0.0705
H -2.012400 -3.739600 1.053200 0.2824 0.1814 0.0531
H -2.100800 -1.445000 0.461000 -0.0532 0.1045 0.0034
H -1.173000 -2.219400 -0.602800 -0.0792 -0.0151 -0.2080
H 0.725400 -3.231900 0.231000 0.1169 -0.1351 -0.0502
H -0.067200 -4.785700 0.466300 0.0725 -0.0336 -0.1795
O 7.886200 1.427800 -1.724300 0.5005 -0.0703 0.2410
C 6.684400 1.772300 -2.342800 -0.3299 0.1118 -0.2032
N 6.020400 0.641900 -2.946600 0.3101 0.2710 -0.3674
C 5.150600 -0.214100 -2.371400 -0.0358 -0.0437 0.0243
O 4.686900 -1.167000 -2.965200 0.0240 -0.1378 0.0116
C 4.745500 0.041200 -0.955800 -0.0486 -0.1414 0.3036
C 5.656500 0.202100 0.082100 -0.3415 0.0514 -0.1559
C 5.158300 0.301200 1.370800 -0.1388 -0.0160 -0.0049
C 3.789800 0.209100 1.565500 0.1903 0.0559 0.2765
N 2.906700 0.037600 0.582600 -0.2631 0.0464 -0.0267
C 3.389700 -0.035100 -0.649800 0.3285 0.0620 -0.3351
H 8.561300 1.194800 -2.375800 -0.1552 0.1098 0.0777
H 6.826500 2.530800 -3.121400 0.0034 -0.0978 0.1435
H 6.042700 2.182400 -1.558100 0.1153 0.0157 -0.2169
H 6.337500 0.352000 -3.862800 -0.1333 0.0144 0.0202
H 6.715800 0.264900 -0.119300 0.0934 -0.0277 0.0151
H 5.829600 0.453300 2.200100 -0.0176 -0.0158 0.1624
H 3.372900 0.289700 2.560200 0.0495 0.0099 0.1741
H 2.672700 -0.145000 -1.451700 0.0065 -0.1031 -0.2025
O -0.541900 0.711300 -1.627000 -0.4647 0.3789 -0.2496
C -0.340800 0.689600 -3.042500 0.0762 -0.0467 -0.4371
C 0.713200 -0.339600 -3.381300 0.2785 -0.1028 0.3755
C 1.590400 -0.343100 -4.421800 -0.1608 0.1347 0.3776
C 2.338200 -1.540400 -4.518900 -0.1296 -0.3499 0.0532
C 2.009100 -2.439000 -3.563400 -0.2350 -0.0542 0.0469
S 0.761300 -1.849700 -2.534300 0.1069 0.1537 -0.2984
C -1.586400 0.219200 -3.755200 -0.1795 0.0144 -0.1768
C -2.729900 -0.274700 -3.206600 0.3262 0.1637 0.0565
C -3.637400 -0.760300 -4.173200 -0.1502 -0.1263 -0.2083
C -3.157800 -0.658400 -5.436300 0.2528 0.1438 -0.0642
S -1.590700 0.043200 -5.479200 -0.3923 -0.1244 0.3816
C 0.122400 2.041500 -3.516500 0.2909 0.1466 0.3697
C -0.452200 2.920500 -4.381700 -0.0554 -0.1122 0.0702
C 0.287000 4.118300 -4.525200 0.1066 0.1784 -0.0098
C 1.400600 4.138600 -3.753800 0.1488 -0.3063 0.1674
S 1.599900 2.685500 -2.860600 -0.3529 0.1192 -0.3929
H 1.697200 0.478300 -5.106900 0.0099 0.2218 -0.0866
H 3.097700 -1.710200 -5.259400 0.1306 -0.0645 -0.0807
H 2.416600 -3.412200 -3.380800 0.1959 -0.1921 -0.0126
H -2.933100 -0.294800 -2.149900 0.0399 0.0125 0.0972
H -4.599000 -1.167200 -3.925100 -0.2471 -0.1094 -0.0219
H -3.624300 -0.940100 -6.358500 -0.1808 -0.0805 -0.1840
H -1.362300 2.725600 -4.919200 -0.1833 -0.0784 -0.0441
H -0.013000 4.926000 -5.169500 0.0002 0.1436 -0.0816
H 2.122600 4.922400 -3.644600 0.1675 0.2157 -0.0405
Ge -1.556000 2.044900 -0.787200 -0.0958 0.1235 0.2464
C -0.628800 3.768900 -0.605200 -0.5335 -0.6583 -0.1992
C -0.825800 4.830600 -1.474800 -0.1954 0.0370 -0.1414
C -0.228900 6.055400 -1.230500 -0.0258 0.0342 -0.0226
C 0.552500 6.234100 -0.101800 0.0038 0.0152 -0.0196
C 0.744600 5.181200 0.776300 0.1591 0.0016 0.1389
C 0.160200 3.955100 0.521000 -0.0080 -0.3028 0.1550
C -3.501600 2.081900 -1.132200 0.9367 0.0706 0.0792
C -4.091800 2.892800 -2.091100 0.1164 0.1351 -0.1167
C -5.468900 3.032600 -2.135500 -0.0190 0.0559 -0.0930
C -6.268200 2.356000 -1.229400 0.0218 -0.0518 0.0656
C -5.685900 1.520600 -0.289500 -0.1762 -0.0632 0.0418
C -4.310700 1.389800 -0.240900 0.2567 -0.1179 0.1461
H -1.356400 1.314800 0.589500 -0.1441 0.1732 -0.0842
H -1.449000 4.708500 -2.348700 -0.0284 0.0361 -0.0601
H -0.383100 6.873800 -1.915900 -0.0371 0.1019 -0.0792
H 0.998200 7.195100 0.102500 0.0577 0.0952 0.0069
H 1.341600 5.320300 1.665300 0.0548 0.0128 0.0684
H 0.294800 3.129500 1.212800 0.0827 0.0801 0.0880
H -3.478300 3.427900 -2.802800 0.0122 0.0693 -0.0659
H -5.920800 3.683800 -2.868200 -0.0179 0.0431 -0.0851
H -7.339800 2.488200 -1.244100 -0.0664 -0.0218 -0.0415
H -6.304500 0.985600 0.415000 -0.0619 -0.0423 0.0687
H -3.847500 0.757500 0.509900 -0.1112 -0.0032 0.0903